No. 1
The following is a DFT calculation (the ωB97M-V functional and the def2-TZVPD basis) of C34H62CrF6NO26 as an isolated structure.

```
130
Properties=species:S:1:pos:R:3:forces:R:3:lowdin_charge:R:1
Cr 16.602647 -7.621837 -3.686411 -0.019 -0.010 0.098 0.28
F 21.484842 -9.932504 7.236905 -0.409 0.385 1.223 0.20
F 21.360615 -8.112998 6.015777 -0.567 -0.330 0.455 0.17
F 19.713133 -16.405386 -2.088157 0.096 1.055 -0.721 0.19
F 18.628838 -16.650763 -0.282059 0.324 0.489 0.265 0.14
F 19.923979 -14.921193 -0.454297 -0.101 1.159 -0.394 0.19
F 19.782291 -9.660868 5.882622 0.668 0.524 0.364 0.14
O 14.279897 -5.765502 7.376739 -0.765 0.566 0.083 -0.04
O 21.687601 -16.433474 0.701821 -1.210 -0.477 -1.645 0.00
O 15.633813 -13.210433 -3.930158 0.829 0.726 -0.877 0.00
O 21.799009 -11.424856 4.832967 0.358 1.762 0.684 0.14
O 22.024300 -6.526981 -4.094167 0.093 -0.128 0.507 0.02
O 17.875025 -8.243601 -0.374655 1.812 -1.694 2.915 0.35
O 13.406182 -8.318957 -2.734088 -0.793 -0.373 0.280 0.06
O 16.585247 -11.152213 -4.440530 -0.646 -2.038 -0.385 0.05
O 19.854716 -7.060462 -4.528960 2.144 -0.542 -0.041 0.05
O 13.857554 -2.780960 -2.492549 0.295 0.491 1.454 -0.01
O 16.329901 -12.850781 -5.961753 -0.503 -0.767 0.350 0.01
O 14.997251 -3.138964 -0.672109 -0.835 -0.017 -1.814 -0.02
O 22.694268 -9.416942 4.283227 0.248 -0.132 0.958 0.01
O 12.608896 -4.241240 7.542565 -0.675 -2.347 -2.812 -0.03
O 21.173345 -18.233373 -0.693124 -1.128 5.657 1.806 0.10
O 23.393227 -0.683986 2.495445 0.109 -0.888 -2.025 0.10
O 11.836684 -8.296910 -1.071276 -0.500 -0.093 -0.172 -0.02
O 11.672829 -11.683944 3.523192 1.717 -1.532 -1.371 0.00
O 13.506980 -12.849248 3.248881 -1.369 1.181 -1.244 0.00
O 11.235356 -8.906184 -3.029577 -0.689 -0.966 -0.269 0.03
O 12.535759 -5.690054 5.818359 1.718 0.074 1.827 0.12
O 13.201370 -11.732289 5.205723 -0.359 -0.621 -2.392 0.09
O 21.702538 -8.127715 -5.551748 -0.155 1.886 2.684 -0.04
O 22.434146 -1.968050 0.863230 0.126 -0.817 -0.211 -0.01
O 23.631058 -0.286685 0.261752 0.012 -0.359 -0.549 0.01
O 15.545793 -4.364151 -2.611405 -2.147 2.162 2.122 0.04
N 24.126296 -14.206001 -2.681616 1.476 -2.646 0.616 0.14
C 19.793856 -16.172947 -0.794234 -0.219 -2.910 0.697 -0.58
C 13.134335 -5.319633 6.813866 -1.276 1.263 -0.167 -0.50
C 12.846847 -12.052601 4.061985 -0.593 1.020 3.309 -0.57
C 21.922350 -2.910651 1.827268 0.426 0.066 0.170 -0.04
C 15.930693 -3.692468 0.217689 0.737 -0.646 0.333 -0.07
C 23.632739 -10.001475 3.353092 -0.280 0.285 -0.615 -0.19
C 10.737654 -11.018286 4.292477 -1.404 1.311 0.480 -0.07
C 23.618226 -13.221650 -2.875531 -1.581 1.658 -0.421 -0.31
C 21.099040 -9.417914 6.095933 1.049 -1.305 -2.057 -0.55
C 18.562772 -8.880793 0.662800 -1.374 0.009 -1.416 -0.34
C 24.350818 0.923827 0.420764 1.060 0.784 0.175 -0.04
C 20.958344 -17.044247 -0.267690 2.573 -5.131 -0.127 -0.27
C 13.292705 -3.554996 8.511056 1.633 -0.118 1.495 -0.10
C 23.228512 -0.982429 1.313931 -0.862 1.264 2.256 -0.58
C 24.337043 -8.843826 2.648241 0.362 -0.742 0.024 -0.05
C 15.104838 -6.767862 6.772009 -0.200 0.046 0.329 -0.03
C 21.947099 -10.231477 5.024669 -0.995 -0.899 -1.376 -0.37
C 12.788401 -8.129854 -0.005861 0.262 0.072 -1.180 -0.03
C 22.901147 -17.007940 1.199368 1.811 1.114 1.235 -0.18
C 14.675192 -13.447393 3.712801 -0.012 -1.187 0.389 -0.05
C 22.943037 -11.972694 -3.135391 -0.183 -0.318 -0.068 -0.07
C 15.285408 -12.817549 -2.613981 0.113 0.230 0.993 -0.06
C 20.976584 -8.989160 -6.377342 -1.297 -0.138 -0.519 -0.09
C 16.627969 -12.081333 -7.103824 1.334 1.632 -0.571 -0.05
C 17.665153 -9.678644 1.680808 -1.640 0.460 0.858 0.03
C 21.061076 -7.221541 -4.642846 -1.323 -1.588 -2.868 -0.52
C 16.228173 -12.282741 -4.753940 -0.141 0.971 0.655 -0.53
C 11.325014 -9.243561 -4.407291 -0.219 0.183 -1.457 -0.04
C 23.496264 -15.864181 2.091200 -0.401 -0.149 0.451 -0.06
C 13.415804 -2.933383 -3.830131 0.679 -1.533 -0.834 -0.04
C 21.615201 -5.329492 -3.448722 0.814 1.400 0.455 -0.04
C 19.618194 -9.901598 0.206416 1.237 -0.623 -1.557 0.01
C 12.273070 -8.509461 -2.338095 1.286 0.760 0.852 -0.60
C 14.843592 -3.543133 -1.984203 1.801 -0.761 -1.090 -0.49
H 22.709856 -3.154079 2.540499 -0.313 0.426 0.390 0.10
H 16.977241 -11.096443 -6.793807 -0.453 0.215 0.059 0.09
H 14.332732 -3.406333 8.220610 0.021 0.437 -0.078 0.09
H 19.945479 -10.511558 1.048393 -0.305 0.254 0.092 0.10
H 15.447011 -4.410482 0.879956 -0.188 -0.079 -0.089 0.09
H 23.593780 -8.093813 2.377783 0.128 -0.074 -0.257 0.08
H 23.342907 -11.646362 -4.095452 0.066 0.872 0.379 0.09
H 18.317884 -10.169595 2.402617 0.193 0.040 -0.369 0.10
H 13.460815 -7.315671 -0.276154 0.263 -0.149 0.073 0.08
H 14.661066 -7.758023 6.875632 -0.345 0.120 -0.551 0.10
H 15.344997 -6.452912 5.756508 -0.044 -0.414 -0.013 0.09
H 15.994599 -6.820640 7.399416 0.063 0.380 -0.174 0.09
H 11.211488 -8.332122 -4.994216 0.138 0.011 0.008 0.10
H 24.440522 -16.075656 2.592938 0.088 -0.601 -0.360 0.07
H 16.785553 -4.182624 -0.248212 -0.178 -0.013 -0.459 0.08
H 20.563531 -9.875179 -5.895218 0.346 -0.090 0.480 0.08
H 14.332655 -12.288385 -2.595271 0.085 0.070 -0.130 0.10
H 16.040165 -12.237998 -2.082418 0.197 0.516 -0.631 0.08
H 23.101333 -11.381593 -2.233374 0.171 0.696 -0.572 0.08
H 23.669260 -14.933006 1.551668 -0.094 -0.244 -0.515 0.07
H 13.185670 -3.995645 -3.912195 -0.126 0.024 -0.595 0.10
H 15.417357 -12.727063 4.056937 0.032 -0.145 -0.136 0.10
H 21.207493 -4.617978 -4.166802 -0.393 -0.297 0.025 0.11
H 24.812285 -9.306112 1.783053 -0.210 0.297 -0.400 0.08
H 10.520074 -9.912628 -4.711484 -0.506 0.280 0.786 0.09
H 13.305557 -9.087140 0.059414 0.284 0.196 0.447 0.09
H 25.169498 -8.347670 3.147181 -0.317 -0.147 0.585 0.08
H 21.674070 -3.873121 1.379935 0.137 0.323 -0.826 0.08
H 21.869210 -12.101629 -3.270984 0.032 -0.260 0.069 0.08
H 14.199061 -2.674950 -4.542733 0.198 -0.112 0.140 0.10
H 21.650064 -9.301375 -7.175493 -0.071 0.133 0.088 0.10
H 20.992822 -2.539881 2.259246 0.344 0.229 0.344 0.10
H 12.542584 -2.351505 -4.125105 0.031 0.220 1.047 0.10
H 14.949028 -14.077331 2.866459 0.658 0.234 0.167 0.10
H 19.262260 -10.556909 -0.588547 -0.292 0.042 0.141 0.11
H 23.052376 -10.545671 2.608035 -0.176 -0.014 -0.065 0.11
H 12.785262 -2.614265 8.724680 0.017 -0.142 -0.239 0.10
H 16.952455 -10.383289 1.252279 0.451 -0.036 -0.461 0.11
H 17.058048 -8.974027 2.249176 0.032 0.222 -0.116 0.10
H 23.685741 -17.218172 0.472512 -0.651 0.132 -0.836 0.13
H 16.341843 -2.908287 0.853393 -0.278 0.259 -0.208 0.09
H 10.394031 -11.562478 5.172185 0.575 0.047 0.185 0.11
H 11.066429 -9.998753 4.493878 0.145 -0.136 0.562 0.10
H 20.995476 -5.413964 -2.556037 -0.395 -0.603 -0.403 0.09
H 22.848604 -15.570381 2.917231 -0.410 -0.279 -0.065 0.07
H 23.985960 1.696270 -0.256227 -0.724 -0.234 0.211 0.10
H 25.383235 0.824325 0.085643 0.087 -0.638 0.114 0.09
H 15.848237 -11.987716 -7.859706 -0.626 -0.221 0.703 0.10
H 12.171336 -9.802731 -4.806255 0.765 0.378 0.956 0.09
H 13.349431 -4.156027 9.418600 -0.142 0.110 0.299 0.09
H 17.479818 -12.432240 -7.686330 0.102 -0.889 0.509 0.09
H 9.844391 -10.891976 3.680728 0.140 -0.220 -0.285 0.10
H 12.278845 -7.855447 0.917808 -0.297 -0.297 -0.322 0.10
H 22.529191 -4.860426 -3.084442 0.184 -0.226 -0.147 0.10
H 20.493579 -9.391961 -0.196168 -0.090 0.227 -0.001 0.10
H 15.216790 -13.682080 -1.953690 -0.286 -0.481 -0.674 0.09
H 19.108322 -8.168546 1.281821 -0.078 1.075 -0.088 0.19
H 20.095201 -8.491798 -6.782194 0.106 0.204 -0.266 0.09
H 24.397097 1.278820 1.450295 -0.401 -0.159 -0.052 0.10
H 22.786550 -17.957941 1.721350 -0.663 0.231 0.182 0.13
H 24.257974 -10.772357 3.803560 0.136 0.407 0.415 0.14
H 14.367762 -14.122919 4.511090 0.503 0.072 0.325 0.11
```
Forces are in eV/Å.

Computed properties:
- ⟨S²⟩ = 20.011
- HOMO (spin up / spin down) (eV) = -7.5 / -12.1
- gap between HOMO and LUMO (spin up / spin down) (eV) = 4.32 / 2.91
- molar mass (g mol⁻¹) = 1066.84
- calculated total energy (Eh) = -4986.7150
- total charge = +1
- multiplicity = 9

=====

No. 2
The following is a DFT calculation (the ωB97M-V functional and the def2-TZVPD basis) of a 8-piece molecular cluster, C34H62N8O9 overall.

```
113
Properties=species:S:1:pos:R:3:forces:R:3:lowdin_charge:R:1
O 0.670653 2.390162 -1.368603 -1.019 -1.800 3.445 0.03
O -9.258024 -8.845666 -2.044809 -0.388 -0.127 -0.222 0.00
O 1.592791 0.475398 3.539127 -2.679 0.337 -3.650 0.00
O -2.430371 -1.726152 -5.102420 -0.085 0.567 -0.567 -0.02
O -2.847994 3.285783 -8.262509 0.441 0.598 -0.651 -0.02
O 5.862291 5.064706 6.876916 0.208 -0.064 -0.021 0.00
O 7.850414 1.811826 3.767853 -0.163 -0.006 0.083 -0.01
O -4.555851 -5.552589 -0.132533 -0.202 -0.036 -0.231 -0.01
O 9.835029 6.300719 10.712131 -0.259 0.033 0.092 0.01
N 7.969931 5.715447 6.247682 -0.721 0.412 0.448 -0.20
N -10.789943 -8.641093 -3.738314 0.768 -0.257 0.068 -0.20
N 7.593091 6.091206 11.145760 0.488 -0.222 -0.561 -0.20
N -3.066149 -3.178960 -2.164062 0.562 0.036 -0.342 -0.02
N -0.732789 3.930021 -8.870132 -0.732 0.334 0.390 -0.20
N 5.561258 1.700156 3.845653 0.722 0.203 -0.670 -0.19
N -6.394347 -5.934227 -1.459937 0.281 0.070 1.042 -0.20
N -2.796029 0.462134 -5.684094 -0.463 -0.938 0.015 -0.19
C -9.583065 -8.989484 -3.209269 -0.471 0.024 -0.118 -0.34
C 0.419679 1.781706 -0.304759 0.230 -0.041 -0.812 -0.29
C -0.657143 -4.063884 -2.160089 -0.086 0.843 0.309 -0.17
C 0.664636 0.201267 -0.159755 0.236 -2.595 0.380 -0.04
C 8.322897 4.395965 5.757474 -0.327 -0.080 0.040 -0.04
C -0.381946 2.611463 -9.362799 -0.293 -0.104 0.069 -0.04
C 4.305600 1.774031 3.125168 0.124 -0.113 0.234 -0.06
C -11.101950 -8.844698 -5.138330 -0.132 0.104 0.215 -0.06
C 5.536746 1.446169 5.273560 0.339 0.021 0.050 -0.03
C -5.667486 -5.689734 -2.691223 0.275 0.153 0.215 -0.05
C -1.976190 4.133312 -8.353055 0.536 0.018 -0.276 -0.31
C 0.904315 -0.380896 1.271409 -0.107 -1.146 -1.362 -0.06
C 6.308028 5.573752 10.721348 0.108 0.112 0.170 -0.06
C -1.830700 -3.313688 -3.015221 0.437 -1.128 1.408 -0.26
C 0.914607 0.643734 2.486950 0.735 0.072 1.445 -0.28
C -11.792636 -8.048625 -2.874061 0.207 -0.038 0.239 -0.04
C 6.729974 5.914300 6.774344 0.539 -0.098 -0.267 -0.36
C -7.801288 -6.276860 -1.532579 0.307 0.106 -0.269 -0.06
C 0.844246 -2.259692 -1.096132 0.343 1.310 1.068 -0.15
C 8.727121 5.894612 10.414540 -0.290 0.106 0.290 -0.35
C 0.251065 4.991223 -8.943218 0.015 -0.240 -0.061 -0.06
C 7.675175 6.840146 12.384470 0.322 0.011 -0.086 -0.05
C 1.113575 -1.890878 1.554830 -0.602 0.836 -4.251 0.02
C 0.779838 -3.305760 -2.327911 -0.695 0.592 1.015 -0.16
C 0.000031 1.958673 2.308754 -0.150 0.465 -3.279 0.02
C 6.761439 1.861888 3.222864 -0.519 -0.099 0.337 -0.35
C -0.213392 2.484578 1.002004 0.718 -1.605 1.470 0.01
C -3.661950 1.434862 -6.326267 0.391 -0.024 -0.005 -0.06
C -3.112642 -0.860964 -5.625454 0.185 0.594 0.026 -0.32
C -5.735690 -5.835519 -0.269384 -0.178 0.029 -0.645 -0.34
C 1.072750 -2.842710 0.329068 -0.505 3.851 -0.404 -0.01
C 0.638137 -0.743770 -1.389629 0.673 -1.483 4.081 0.06
C -1.555718 0.914713 -5.086808 -0.027 -0.333 0.014 -0.04
C 8.947566 6.781250 6.161939 0.000 -0.249 -0.045 -0.06
H -1.559152 0.667718 -4.021753 0.169 0.096 -0.025 0.08
H 1.132633 4.699833 -8.366828 0.055 0.182 -0.075 0.09
H 0.531156 5.145571 -9.988239 0.116 0.132 0.096 0.09
H 0.461467 -0.377118 -2.460970 0.337 -0.544 1.925 0.11
H -7.913589 -7.191304 -2.113239 -0.145 0.153 0.192 0.06
H 6.018919 2.277350 5.794177 -0.106 -0.107 0.123 0.07
H -0.994017 -3.967052 -1.057794 0.776 -0.236 -1.683 0.10
H -11.333929 -7.879450 -5.595530 -0.031 -0.128 -0.163 0.09
H -5.261980 -4.674776 -2.670795 0.117 -0.098 -0.187 0.07
H 1.260747 -2.339120 2.588629 -0.199 1.040 -1.495 0.11
H -1.441353 1.991995 -5.212672 -0.110 -0.119 -0.021 0.09
H 8.551883 5.314249 9.493728 -0.125 -0.031 -0.009 0.13
H -4.074481 -1.096564 -6.108237 -0.018 0.091 -0.013 0.13
H 0.830493 -2.728154 -3.325683 -0.117 -0.950 1.590 0.11
H 9.341047 4.390998 5.367603 -0.136 0.071 0.053 0.09
H -4.837876 -6.398010 -2.761879 0.010 0.112 -0.147 0.09
H -12.699425 -7.825393 -3.437247 0.156 -0.062 -0.020 0.09
H -1.534094 -2.259683 -3.315443 -0.173 -1.812 0.186 0.08
H -3.129692 -3.936460 -1.468595 -0.045 0.507 -0.439 0.04
H -0.718273 0.397993 -5.563498 0.080 0.092 0.142 0.09
H 5.614373 6.408740 10.593563 -0.141 -0.173 -0.056 0.09
H -6.323842 -5.806060 -3.554673 -0.024 -0.037 0.177 0.08
H 8.546768 7.712464 6.565722 -0.022 -0.127 -0.015 0.08
H -8.897115 -9.429700 -3.950913 -0.057 0.006 -0.083 0.14
H 4.474400 1.969321 2.064441 0.093 -0.004 0.101 0.09
H -11.968943 -9.505403 -5.217598 0.037 0.040 -0.201 0.09
H -0.500351 2.498328 3.177274 1.085 -1.062 -1.024 0.12
H -0.475295 1.887951 -8.549142 0.054 -0.085 -0.163 0.09
H 8.056784 7.842140 12.173148 -0.012 -0.030 0.187 0.09
H 9.218028 6.932615 5.113818 0.117 0.126 0.088 0.09
H -2.051614 -4.003984 -3.896486 0.227 1.424 0.905 0.11
H -8.340076 -5.460962 -2.023277 -0.145 -0.055 0.047 0.09
H -0.148388 5.922592 -8.539061 -0.028 -0.135 -0.026 0.09
H 6.693063 6.913130 12.853021 0.072 -0.068 -0.140 0.09
H 0.639828 2.604801 -9.743579 -0.116 0.099 0.079 0.09
H 9.835517 6.496782 6.732090 0.054 0.188 -0.069 0.09
H 3.701536 2.581502 3.546545 -0.146 -0.096 -0.122 0.09
H 7.626233 4.109765 4.967187 0.189 -0.164 0.063 0.08
H -0.871319 3.393028 0.802560 1.172 -1.270 0.362 0.12
H 6.396899 5.034454 9.776719 0.021 0.082 0.071 0.07
H 8.369149 6.337133 13.062355 -0.054 0.169 0.068 0.09
H -8.218188 -6.432911 -0.536580 0.100 -0.034 -0.095 0.09
H -2.137354 5.167235 -8.008863 0.070 0.012 -0.023 0.14
H -1.073365 2.331433 -10.161307 0.115 -0.131 0.047 0.10
H 1.183400 -3.981614 0.431465 -0.173 2.050 -0.083 0.11
H -3.048095 -2.281038 -1.664854 0.080 -0.690 -0.213 0.06
H -3.113789 1.918189 -7.142741 -0.514 -0.323 0.527 0.04
H 6.664550 2.049782 2.141193 -0.101 -0.007 -0.018 0.13
H -12.024986 -8.744958 -2.064676 -0.080 0.165 0.019 0.09
H -3.959313 2.186240 -5.589378 -0.112 0.064 -0.130 0.09
H 3.777211 0.825881 3.234929 -0.076 0.188 -0.093 0.07
H 4.510000 1.339847 5.625200 0.086 0.042 -0.155 0.09
H -11.393712 -7.128330 -2.440368 -0.168 -0.043 0.068 0.09
H 5.927390 4.893832 11.487886 -0.162 0.000 -0.130 0.09
H -4.555790 0.955544 -6.729658 0.101 -0.055 0.102 0.09
H 1.663057 -4.026103 -2.280057 -1.181 0.986 0.048 0.11
H 8.239402 3.676418 6.575662 0.047 -0.102 -0.179 0.09
H -10.259402 -9.295985 -5.664525 -0.045 0.045 0.124 0.08
H -0.594702 -5.182474 -2.371272 -0.018 1.506 -0.018 0.10
H 6.566889 6.949771 7.115608 0.082 0.059 -0.016 0.13
H 6.094190 0.529885 5.484189 -0.061 0.064 0.125 0.09
H -6.383102 -6.041256 0.598211 -0.075 -0.023 -0.051 0.13
```
Forces are in eV/Å.

Computed properties:
- HOMO (eV) = -8.2
- gap between HOMO and LUMO (eV) = 7.00
- molar mass (g mol⁻¹) = 726.92
- calculated total energy (Eh) = -2447.7096
- structure (SMILES) = NCCCc1ccc2c(c1)C(=O)C=CC2=O.CN(C)C=O.CN(C)C=O.CN(C)C=O.CN(C)C=O.CN(C)C=O.CN(C)C=O.CN(C)C=O
- total charge = 0